Entry 1:
# C2H4OS

C2H4OS as an isolated structure at a distorted geometry (ωB97M-V/def2-TZVPD, the Open Molecules 2025 dataset).

The geometry in XYZ format:
```
8
Properties=species:S:1:pos:R:3
C 0.462 -0.281 -0.343
C -0.189 0.242 0.872
O 0.580 0.469 -1.445
S -0.760 -0.400 -2.272
H 0.960 -1.247 -0.337
H -0.244 -0.502 1.661
H -1.186 0.614 0.634
H 0.378 1.106 1.229
```

**Charge**: 0
**Energy above the lowest of the compared OMol25 structures with the same formula, charge and spin**: 267.6 kJ/mol
**Max |F|**: 3.31 eV Å⁻¹
**Spin multiplicity**: 1
**Total energy**: -15018.6921 eV



Entry 2:
# C29H28BrClN2OS3Zn

C29H28BrClN2OS3Zn as an isolated structure (ωB97M-V/def2-TZVPD, the Open Molecules 2025 dataset).

The geometry in XYZ format:
```
66
Properties=species:S:1:pos:R:3
Zn -0.119 0.286 0.145
Br -0.122 7.428 -1.519
C 0.167 5.675 -0.848
C 1.483 5.209 -0.665
C 1.709 3.952 -0.172
C 0.648 3.060 0.152
O 0.934 1.898 0.641
C -0.683 3.559 -0.052
C -1.855 2.796 0.273
N -1.814 1.562 0.616
C -2.921 0.802 1.000
C -4.239 1.049 0.726
C -5.250 0.176 1.187
C -4.942 -0.918 1.940
C -3.586 -1.208 2.238
C -3.187 -2.291 3.054
C -1.865 -2.491 3.313
C -0.915 -1.653 2.696
N -1.229 -0.656 1.900
C -2.571 -0.383 1.716
C -0.886 4.871 -0.541
H 2.314 5.857 -0.914
H 2.718 3.582 -0.021
H -2.810 3.333 0.256
H -4.511 1.917 0.139
H -6.284 0.387 0.938
H -5.719 -1.572 2.322
H -3.945 -2.936 3.489
H -1.530 -3.294 3.960
H 0.139 -1.824 2.868
H -1.901 5.233 -0.671
C 3.291 -0.324 2.365
C 2.933 -1.791 2.136
S 1.733 -2.181 0.829
C 2.767 -2.969 -0.446
C 2.678 -2.360 -1.844
S 3.191 -0.644 -2.014
C 4.874 -0.682 -1.350
C 5.087 -0.506 0.179
S 3.932 0.641 0.976
H 3.998 -0.287 3.194
H 2.405 0.245 2.662
H 2.507 -2.176 3.064
H 3.816 -2.396 1.943
H 2.442 -4.008 -0.499
H 3.792 -2.967 -0.081
H 1.644 -2.354 -2.194
H 3.251 -2.983 -2.535
H 5.372 0.131 -1.876
H 5.348 -1.608 -1.680
H 6.094 -0.129 0.346
H 5.024 -1.463 0.689
Cl 0.821 -1.475 -4.386
C -0.750 -1.697 -3.641
C -1.581 -2.646 -4.228
C -2.856 -2.859 -3.735
C -3.286 -2.110 -2.647
C -2.438 -1.180 -2.068
C -1.137 -0.929 -2.531
C -0.280 0.114 -1.873
H -1.218 -3.203 -5.084
H -3.503 -3.593 -4.199
H -4.281 -2.255 -2.239
H -2.787 -0.620 -1.206
H -0.723 1.105 -2.047
H 0.709 0.140 -2.323
```

**Charge**: 0
**Energy above the lowest of the compared OMol25 structures with the same formula, charge and spin**: 82.3 kJ/mol
**Max |F|**: 0.51 eV Å⁻¹
**Spin multiplicity**: 1
**Total energy**: -199044.6817 eV



Entry 3:
# C3H3O4P

A 2-piece molecular cluster, C3H3O4P overall at a distorted geometry (ωB97M-V/def2-TZVPD, the Open Molecules 2025 dataset).

The geometry in XYZ format:
```
11
Properties=species:S:1:pos:R:3
C -1.012 0.409 1.314
C -0.049 1.277 1.404
C -1.124 -0.669 0.139
O 1.857 -0.255 -3.181
O 3.442 -0.895 -1.367
O 0.664 2.209 1.761
O -2.067 0.441 2.184
P 2.294 0.070 -1.790
H -2.089 -0.383 -0.308
H -1.514 -1.589 0.495
H -0.401 -0.615 -0.650
```

**Charge**: -2
**Energy above the lowest of the compared OMol25 structures with the same formula, charge and spin**: 135.8 kJ/mol
**Max |F|**: 3.58 eV Å⁻¹
**Spin multiplicity**: 1
**Total energy**: -20637.0756 eV



Entry 4:
# C10H21N3O2

A 2-piece molecular cluster, C10H21N3O2 overall at a distorted geometry (ωB97M-V/def2-TZVPD, the Open Molecules 2025 dataset).

The geometry in XYZ format:
```
36
Properties=species:S:1:pos:R:3
C 0.688 1.041 -0.065
C -2.323 0.809 1.518
C -0.840 -3.213 0.980
C -0.976 -0.560 -2.584
C 2.821 3.480 0.633
C -1.723 -0.501 1.354
C -1.128 -2.362 -0.219
C -1.660 -0.150 -1.286
C 2.418 2.619 -0.703
C 0.321 -0.403 0.106
N 5.035 -1.598 0.409
N 3.937 -1.543 0.392
N -0.945 -0.794 -0.117
O -0.222 1.853 0.040
O 1.955 1.280 -0.339
H -3.407 0.893 1.157
H -2.203 1.124 2.623
H -1.805 1.786 1.229
H -1.644 -3.328 1.711
H -0.849 -4.202 0.447
H 0.201 -3.056 1.422
H -1.080 -1.602 -2.608
H -1.352 -0.113 -3.479
H -0.008 -0.172 -2.558
H 2.840 2.613 1.260
H 3.740 4.069 0.611
H 2.004 4.089 0.841
H -2.442 -1.361 1.400
H -0.901 -0.623 2.081
H -2.024 -2.563 -0.775
H -0.290 -2.529 -0.937
H -2.737 -0.339 -1.172
H -1.427 0.976 -1.116
H 3.311 2.404 -1.239
H 1.686 3.032 -1.368
H 1.027 -1.057 0.349
```

**Charge**: +2
**Energy above the lowest of the compared OMol25 structures with the same formula, charge and spin**: 48.8 kJ/mol
**Max |F|**: 4.54 eV Å⁻¹
**Spin multiplicity**: 1
**Total energy**: -19253.8445 eV



Entry 5:
# CH6N3

A 2-piece molecular cluster, CH6N3 overall at a distorted geometry (ωB97M-V/def2-TZVPD, the Open Molecules 2025 dataset).

The geometry in XYZ format:
```
10
Properties=species:S:1:pos:R:3
C 0.685 0.143 0.309
N -0.569 0.071 0.043
N 1.178 0.428 1.491
N -0.960 -0.698 -1.904
H 1.372 0.009 -0.525
H -1.373 0.050 0.653
H 0.575 0.554 2.296
H 2.167 0.575 1.638
H -1.316 0.158 -2.329
H -1.759 -1.290 -1.672
```

**Charge**: +1
**Energy above the lowest of the compared OMol25 structures with the same formula, charge and spin**: 404.9 kJ/mol
**Max |F|**: 4.64 eV Å⁻¹
**Spin multiplicity**: 1
**Total energy**: -5594.7485 eV



Entry 6:
# CH6NO4

A 3-piece molecular cluster, CH6NO4 overall at a distorted geometry (ωB97M-V/def2-TZVPD, the Open Molecules 2025 dataset).

The geometry in XYZ format:
```
12
Properties=species:S:1:pos:R:3
N 1.288 0.068 -1.772
C 0.579 -0.303 -0.472
O -0.191 0.535 0.141
O 1.035 -1.369 0.083
H 0.899 0.689 -2.329
H 1.693 -0.756 -2.230
H 0.230 -0.763 2.781
H 1.159 -0.881 1.752
O 1.165 -0.767 2.745
H -2.072 0.693 -0.323
H -2.888 1.862 -0.431
O -2.898 0.992 0.055
```

**Charge**: -1
**Energy above the lowest of the compared OMol25 structures with the same formula, charge and spin**: 105.0 kJ/mol
**Max |F|**: 6.90 eV Å⁻¹
**Spin multiplicity**: 1
**Total energy**: -10816.3746 eV



Entry 7:
# CH5FOP2

A 2-piece molecular cluster, CH5FOP2 overall at a distorted geometry (ωB97M-V/def2-TZVPD, the Open Molecules 2025 dataset).

The geometry in XYZ format:
```
10
Properties=species:S:1:pos:R:3
C 1.263 1.344 -0.024
O -0.217 -2.098 -0.637
F -1.727 1.402 0.428
P -1.021 -1.290 0.573
P -0.953 0.431 -0.636
H 0.952 2.341 -0.131
H 2.153 1.049 -0.597
H 1.321 1.064 1.098
H 0.595 -2.335 -0.349
H -2.365 -1.908 0.274
```

**Charge**: 0
**Energy above the lowest of the compared OMol25 structures with the same formula, charge and spin**: 94.0 kJ/mol
**Max |F|**: 4.52 eV Å⁻¹
**⟨S²⟩**: 2.01
**Spin multiplicity**: 3
**Total energy**: -24456.5258 eV



Entry 8:
# C3H6O2

One molecule with the formula C3H6O2 at a distorted geometry (ωB97M-V/def2-TZVPD, the Open Molecules 2025 dataset).

The geometry in XYZ format:
```
11
Properties=species:S:1:pos:R:3
O -1.414 -0.852 -0.115
C -0.782 0.217 0.421
C -0.083 1.203 -0.469
C 0.737 0.329 0.423
O 1.355 -0.799 -0.104
H -0.698 -1.388 -0.631
H -1.324 0.668 1.228
H -0.203 2.302 -0.406
H -0.132 0.906 -1.532
H 1.248 0.774 1.243
H 2.351 -0.546 -0.404
```

**Charge**: 0
**Energy above the lowest of the compared OMol25 structures with the same formula, charge and spin**: 232.2 kJ/mol
**Max |F|**: 4.07 eV Å⁻¹
**SMILES string**: O[C@@H]1C[C@@H]1O
**Spin multiplicity**: 1
**Total energy**: -7301.2712 eV